C30H35BCdF6N13O4S2 | the ωB97M-V functional and the def2-TZVPD basis

Each line ends with the Löwdin charge.
Geometry (Å):
1 Cd 0.471 -0.087 -0.806  1.4421
2 S 1.368 2.972 -2.534  0.6071
3 S -0.032 2.947 -0.237  0.6165
4 F 3.460 3.453 -0.975  0.1459
5 F 0.698 4.138 1.983  0.1557
6 F 3.157 1.362 -1.452  0.1063
7 F -0.207 5.473 0.541  0.1627
8 F -1.440 4.078 1.638  0.1213
9 F 3.942 2.709 -2.948  0.1546
10 O 0.816 1.910 0.369  -0.3860
11 O -1.370 2.492 -0.540  -0.3247
12 O 0.759 1.663 -2.676  -0.3762
13 O 1.549 3.804 -3.673  -0.2431
14 N -1.218 -0.544 -2.182  -0.0700
15 N -0.369 -1.584 0.734  -0.0181
16 N 1.797 -1.279 5.160  0.0675
17 N 0.693 3.782 -1.342  -0.2857
18 N -3.716 -0.016 0.676  0.0627
19 N -2.957 0.981 1.048  0.1791
20 N 1.382 -1.735 3.956  -0.0175
21 N 0.138 0.469 3.453  0.0274
22 N -1.009 0.931 2.905  0.0249
23 N 1.414 -1.533 -2.313  -0.0644
24 N 2.565 -1.174 1.069  0.0466
25 N 1.996 -0.313 1.962  -0.0394
26 N -0.205 -1.618 2.067  -0.0081
27 C -2.937 -0.946 -3.586  -0.1049
28 C -2.453 -0.169 -2.530  -0.2075
29 C 2.879 0.652 2.310  -0.0894
30 C 2.786 -1.935 -2.567  -0.1830
31 C -5.594 -1.174 -0.268  -0.0242
32 C -1.910 -1.842 -3.910  -0.0587
33 C 2.824 -0.205 -4.443  -0.0483
34 C 0.507 1.268 4.477  -0.0874
35 C 2.365 -2.312 5.759  -0.1632
36 C -1.828 -3.046 1.599  -0.0610
37 C 3.098 2.607 -1.933  -0.6656
38 C 3.793 -0.718 0.874  -0.1771
39 C -1.348 2.013 3.597  -0.1704
40 C 4.049 0.436 1.632  -0.0565
41 C -1.330 -2.446 0.432  -0.1662
42 C -5.876 0.377 1.696  -0.0295
43 C -1.079 -2.479 2.613  -0.0789
44 C 2.341 -3.459 4.945  -0.0706
45 C 4.876 -1.205 -3.718  -0.0520
46 C -0.863 -1.559 -3.032  -0.3740
47 C -0.420 2.278 4.606  -0.0498
48 C 1.713 -3.039 3.799  -0.1012
49 C 4.905 0.424 -5.484  -0.0932
50 C -5.395 1.316 -0.581  -0.0239
51 C 0.494 -2.015 -3.071  -0.1217
52 C 3.530 0.549 -5.375  -0.0770
53 C 3.492 -1.086 -3.606  -0.2126
54 C -0.250 4.262 1.064  -0.6664
55 C 5.579 -0.461 -4.650  -0.0852
56 C -5.164 0.143 0.361  -0.5787
57 B 0.841 -0.788 2.864  -0.6644
58 H 4.456 -1.230 0.193  0.0949
59 H -2.585 -3.808 1.686  0.0935
60 H 1.378 1.030 5.060  0.1044
61 H -2.841 1.745 0.384  0.0839
62 H -1.902 -2.582 -4.696  0.0986
63 H -1.617 -2.588 -0.600  0.0974
64 H -5.433 -2.007 0.422  0.0885
65 H 2.609 1.431 3.004  0.1158
66 H -2.911 0.684 -2.051  0.0713
67 H -5.507 1.282 2.180  0.0856
68 H -6.945 0.487 1.514  0.0924
69 H 4.944 1.033 1.657  0.0965
70 H -2.251 2.552 3.346  0.1005
71 H 2.822 -2.989 -2.868  0.1253
72 H 1.753 -0.074 -4.359  0.0955
73 H -5.728 -0.466 2.373  0.0890
74 H 0.746 -2.771 -3.818  0.1397
75 H 5.407 -1.886 -3.060  0.1128
76 H 2.770 -2.196 6.752  0.0960
77 H 3.337 -1.856 -1.631  0.0823
78 H -3.477 -0.883 1.158  0.1396
79 H -6.469 1.473 -0.675  0.0965
80 H -1.096 -2.641 3.679  0.1343
81 H -0.419 3.083 5.320  0.0969
82 H -4.991 1.119 -1.570  0.0751
83 H 1.504 -3.562 2.879  0.1215
84 H -3.897 -0.848 -4.070  0.0838
85 H -4.968 2.244 -0.197  0.0883
86 H 2.996 1.250 -6.005  0.1097
87 H 5.451 1.015 -6.207  0.1011
88 H -6.659 -1.132 -0.497  0.0960
89 H -5.043 -1.368 -1.188  0.0810
90 H 6.655 -0.564 -4.721  0.1008
91 H -2.128 0.744 1.685  0.0797
92 H 2.729 -4.441 5.159  0.0869

Forces on the atoms, in the same order (eV/Å):
0.2751 -0.3646 -0.0027
-0.0616 -0.1499 -0.0231
0.2376 0.1013 -0.0863
0.0379 0.0115 -0.0060
-0.0306 0.0723 -0.0626
0.0171 -0.0046 0.0735
-0.0566 -0.0132 0.0176
0.0112 0.1520 -0.0837
0.0491 -0.0122 0.0236
-0.3063 0.0384 -0.2219
0.0840 0.2680 -0.2076
0.1896 0.1446 -0.0781
-0.1099 0.0182 0.0451
0.1623 0.0653 -0.0302
0.0162 0.3150 -0.0175
-0.0200 -0.1069 -0.0549
-0.1631 -0.1574 0.1253
-0.3182 -0.4559 0.2915
0.3517 -0.0924 0.0494
-0.0642 0.1986 0.0453
-0.0580 -0.1894 0.1973
-0.0416 0.0287 0.0868
-0.0604 0.1037 -0.0934
-0.0134 0.0542 0.0678
0.0254 -0.1386 -0.0971
0.0830 0.0425 0.1119
0.0111 -0.1211 -0.0417
-0.0453 0.0558 0.0888
-0.0523 0.0665 0.0313
-0.0450 -0.0212 0.1921
-0.0332 0.0075 -0.0449
-0.1548 0.0261 -0.0129
-0.0002 0.0190 -0.0328
-0.0038 -0.0619 -0.0023
0.0169 0.0361 0.0454
0.0267 0.1064 -0.0202
-0.0321 -0.0093 0.0217
-0.0022 0.0156 -0.1050
-0.0892 -0.0863 0.0814
0.0198 0.0207 -0.0661
-0.1967 -0.0429 0.0064
-0.0490 -0.0143 -0.0111
-0.0862 -0.0651 -0.0114
0.0017 0.0161 0.0071
0.0001 0.0215 0.0093
0.1528 0.0242 0.0331
0.0099 0.0031 -0.0410
0.0780 0.0016 -0.0711
0.0101 -0.0219 0.0140
0.0685 0.0360 0.0467
-0.0758 -0.0370 0.0243
-0.0169 -0.0081 0.0092
0.0557 -0.0026 0.0322
0.2076 -0.0969 0.1072
-0.0181 0.0162 -0.0160
0.1922 -0.0198 0.0240
-0.0855 0.0920 -0.0603
-0.0148 0.0175 -0.0206
0.0293 0.0246 -0.0030
0.0109 -0.0179 -0.0019
-0.0723 0.0944 0.1529
-0.0086 0.0242 0.0154
-0.0116 0.0253 0.0319
-0.0001 0.0122 -0.0160
0.0197 -0.0322 -0.0171
-0.0478 -0.0516 0.0161
-0.0078 0.0079 -0.0200
-0.0040 -0.0057 0.0376
-0.0040 -0.0140 0.0093
0.0727 -0.0720 0.0379
-0.0205 0.0019 -0.0595
-0.0035 0.0011 0.0080
0.0054 0.0106 -0.0049
0.0084 0.0037 -0.0020
-0.0076 0.0106 -0.0114
-0.0124 -0.0096 -0.0207
-0.0177 -0.0608 0.0304
-0.0367 0.0021 -0.0853
0.0094 -0.0145 -0.0225
0.0164 -0.0093 -0.0486
-0.0139 -0.0300 0.0024
0.0553 -0.0063 -0.0682
-0.0079 0.0211 0.0289
0.0238 0.0028 -0.0071
-0.0116 -0.0276 0.0106
0.0017 -0.0077 -0.0023
-0.0047 -0.0014 0.0082
-0.0021 -0.0227 -0.0024
0.0149 0.0180 0.0044
-0.0088 0.0010 -0.0030
-0.0411 0.1963 -0.2817
-0.0098 0.0229 -0.0033

Summary:
2S+1 ... 2
Energy relative to the best compared isomer or geometry (same formula, charge and spin) ... 1.5019 eV
Energy ... -102456.260 eV

=====

C30H35Br3F5FeNO2 | the ωB97M-V functional and the def2-TZVPD basis

Each line ends with the Löwdin charge.
Geometry (Å):
1 Br -2.548 1.743 -5.566  0.7399
2 Br 1.646 -0.493 -8.614  0.7200
3 Br -1.164 2.763 -0.632  0.9133
4 Fe 0.472 0.763 -1.540  0.7733
5 F 2.108 2.337 -1.526  -0.1385
6 F 4.667 2.115 0.881  0.1034
7 F 2.732 3.045 1.083  0.1077
8 F 2.370 0.710 -0.069  -0.1176
9 F 4.092 3.738 -0.449  0.1151
10 O -0.290 0.050 0.139  -0.2450
11 O -0.651 1.043 -3.252  -0.2099
12 N 1.615 -0.335 -3.294  0.1354
13 C -1.151 2.025 1.125  -0.5240
14 C -0.221 -4.378 -2.725  -0.0930
15 C -0.298 0.553 -6.848  -0.1878
16 C 1.630 -0.371 -5.723  -0.1942
17 C 3.183 1.617 -0.854  -0.1756
18 C 0.921 -0.057 -6.907  -0.6351
19 C -0.635 0.159 2.514  -0.0809
20 C 1.051 -0.019 -4.489  -0.1320
21 C -1.073 0.949 3.578  0.0030
22 C 0.393 -2.073 1.672  -0.0642
23 C 3.336 -1.402 -1.946  -0.0334
24 C 3.431 -1.326 -4.461  -0.0103
25 C -1.548 2.249 3.463  -0.1835
26 C -1.351 -3.349 -2.682  -0.4968
27 C -0.843 0.917 -5.609  -0.6045
28 C 3.642 2.633 0.170  -0.6344
29 C -0.883 -2.052 -2.118  0.0504
30 C 2.758 -0.994 -3.262  -0.2915
31 C -1.931 2.314 5.972  -0.0735
32 C 0.935 -1.205 3.919  -0.0515
33 C 2.882 -1.021 -5.668  -0.0269
34 C -1.023 4.300 4.787  -0.0496
35 C -1.374 -2.052 3.407  -0.0509
36 C -2.533 -3.894 -1.856  -0.0879
37 C -1.975 3.098 4.662  -0.5622
38 C -0.171 -1.273 2.853  -0.5253
39 C -0.198 0.689 -4.397  -0.4294
40 C -1.583 2.788 2.180  -0.0924
41 C -0.665 0.701 1.208  -0.3781
42 C -3.404 3.620 4.455  -0.0564
43 H -1.787 -1.575 4.300  0.0726
44 H -1.037 0.509 4.567  0.0868
45 H -2.276 2.951 6.790  0.0803
46 H 1.228 -1.553 1.201  0.0782
47 H -4.098 2.794 4.284  0.0890
48 H 0.608 -4.018 -3.339  0.0703
49 H 4.384 -1.835 -4.401  0.1107
50 H -1.721 -3.184 -3.700  0.1268
51 H -3.735 4.176 5.338  0.0778
52 H -2.218 -4.075 -0.825  0.0740
53 H 3.872 -0.551 -1.518  0.0532
54 H -2.900 -4.834 -2.280  0.0695
55 H 0.576 -0.791 4.864  0.0698
56 H -3.356 -3.176 -1.842  0.0737
57 H -0.103 -2.050 -1.363  0.0402
58 H -2.166 -2.102 2.656  0.0893
59 H 0.158 -4.562 -1.715  0.0771
60 H -1.080 -3.074 3.669  0.0806
61 H -1.946 3.792 1.993  0.1008
62 H -0.364 -2.250 0.909  0.0656
63 H -1.449 -1.144 -2.288  0.0583
64 H -0.990 4.866 3.855  0.0778
65 H -0.007 3.962 5.008  0.0892
66 H -0.571 -5.327 -3.141  0.0700
67 H -0.850 0.758 -7.754  0.0893
68 H -1.351 4.973 5.586  0.0800
69 H 1.325 -2.208 4.119  0.0788
70 H 0.747 -3.039 2.047  0.0813
71 H -0.916 1.987 6.207  0.0835
72 H 2.545 -1.675 -1.247  0.0703
73 H -2.581 1.436 5.932  0.0861
74 H 1.759 -0.580 3.566  0.0936
75 H 3.387 -1.279 -6.589  0.0770
76 H -3.458 4.294 3.597  0.0749
77 H 4.023 -2.241 -2.069  0.0783

Forces on the atoms, in the same order (eV/Å):
0.0475 0.0157 -0.0296
-0.0033 -0.0142 0.0534
-0.1767 0.2581 0.0625
-0.3202 -0.1931 -0.4328
-0.2149 -0.1223 -0.1077
0.0412 0.0308 0.0678
-0.0882 0.0535 -0.0243
0.1110 0.1462 -0.0464
0.0780 0.0715 0.0088
0.1731 0.0323 -0.4547
0.1726 0.1503 0.6209
0.3681 0.0643 0.5178
0.0921 -0.0148 -0.3011
-0.0246 0.0513 -0.0699
0.0361 -0.0103 0.0602
0.0386 -0.0125 0.0103
0.0089 -0.1174 -0.1506
-0.0105 -0.0012 -0.0650
-0.0123 -0.1404 -0.0220
0.0692 -0.0207 0.0181
-0.0335 -0.0095 0.0633
0.0255 0.0155 -0.0133
0.0127 0.0213 -0.0199
0.0052 -0.0399 0.0161
0.0413 -0.0292 0.0464
0.0295 -0.0109 0.1177
-0.1437 0.0074 0.0598
0.0114 -0.0703 0.1298
-0.0930 -0.1616 -0.0238
-0.1716 -0.0506 -0.0447
-0.0347 -0.0193 0.0109
0.0107 0.0129 -0.0066
-0.0062 -0.0021 -0.0445
-0.0401 -0.0180 0.0019
0.0028 -0.0228 0.0109
0.0089 0.0114 -0.0610
0.0458 0.0902 -0.0991
0.0130 0.0865 -0.0131
-0.0669 0.0137 -0.1845
-0.0335 -0.0299 0.0612
0.0193 0.0560 0.1904
0.0008 -0.0116 -0.0070
0.0120 -0.0285 -0.0230
0.0038 -0.0038 -0.0459
0.0195 -0.0083 -0.0079
-0.0168 -0.0372 0.0196
0.0233 0.0312 0.0104
-0.0066 -0.0187 0.0319
-0.0219 0.0049 0.0102
0.0298 0.0201 -0.0285
0.0056 -0.0008 -0.0375
-0.0397 -0.0005 -0.0379
-0.0035 0.0170 0.0005
0.0140 0.0355 0.0381
0.0238 -0.0025 -0.0336
0.0225 -0.0383 0.0370
-0.0961 0.0352 -0.0565
0.0217 -0.0199 0.0332
-0.0069 -0.0060 -0.0412
-0.0082 0.0474 -0.0127
0.0628 -0.0224 0.0145
0.0364 0.0116 0.0275
0.0669 -0.0511 0.0399
0.0070 0.0089 0.0498
-0.0245 0.0211 -0.0187
0.0345 0.0083 0.0364
-0.0024 0.0406 0.0140
0.0266 -0.0421 -0.0172
-0.0310 0.0294 0.0077
-0.0326 0.0226 0.0114
-0.0331 -0.0223 0.0020
0.0070 -0.0111 0.0073
0.0206 0.0151 0.0229
-0.0157 -0.0372 0.0201
-0.0008 -0.0117 0.0026
-0.0274 -0.0528 0.0202
-0.0595 -0.0004 -0.0031

Summary:
Charge ... -1
2S+1 ... 6
Energy ... -295367.491 eV

=====

C30H35CuN9O5S2 | the ωB97M-V functional and the def2-TZVPD basis

Each line ends with the Löwdin charge.
Geometry (Å):
1 Cu 0.158 -0.016 0.296  0.6195
2 S -0.666 -2.840 -0.552  1.0071
3 S 1.283 3.909 6.924  0.6540
4 O -1.764 -1.954 5.280  0.1249
5 O -0.831 -0.624 6.698  0.1243
6 O 0.438 4.923 7.464  -0.2847
7 O 2.045 3.056 7.780  -0.2881
8 O 0.328 -1.940 0.165  -0.5867
9 N -2.035 0.334 0.076  0.0895
10 N 2.197 0.358 -0.404  0.0821
11 N 0.062 1.846 -0.354  0.0824
12 N -0.056 8.782 0.123  0.0853
13 N 4.702 1.292 -0.990  0.1246
14 N -4.618 1.258 -0.113  0.1251
15 N -1.072 -1.012 5.581  -0.3389
16 N 0.084 0.219 2.405  0.0643
17 N 0.385 0.749 4.529  0.0704
18 C -1.099 2.493 -0.268  -0.1632
19 C 0.031 6.067 -0.265  -0.1839
20 C -4.372 -0.016 0.112  -0.0541
21 C 0.707 1.032 3.252  -0.2870
22 C -1.441 -2.647 -3.162  -0.1251
23 C -0.972 8.205 -0.620  -0.1050
24 C -0.489 -0.316 4.478  -0.1008
25 C -1.150 3.884 -0.266  0.0916
26 C 0.865 1.448 5.709  -0.1418
27 C 1.372 -4.782 -0.248  -0.1101
28 C 0.038 4.605 -0.390  -0.1146
29 C 1.008 6.709 0.496  -0.0021
30 C 2.397 1.667 -0.610  -0.1854
31 C -0.177 -2.725 -2.329  -0.3369
32 C -0.977 6.835 -0.844  0.0039
33 C 3.212 -0.477 -0.516  -0.0482
34 C 1.230 3.902 -0.564  0.0834
35 C 0.187 2.796 5.906  -0.1679
36 C -0.658 -0.626 3.150  -0.0204
37 C 4.484 0.002 -0.847  -0.0550
38 C 1.669 2.078 2.834  0.0427
39 C -0.114 -4.543 -0.128  -0.3407
40 C 1.205 2.513 -0.512  -0.1873
41 C -2.278 1.634 -0.138  -0.1604
42 C -3.603 2.083 -0.249  -0.0233
43 C 3.284 5.696 6.441  -0.1116
44 C -3.059 -0.490 0.189  -0.0810
45 C 2.424 4.684 5.710  -0.2924
46 C 0.914 8.083 0.668  -0.1102
47 C 3.693 2.130 -0.868  -0.0256
48 H -0.017 3.317 4.976  0.0936
49 H -1.208 -2.487 -4.212  0.0918
50 H -2.837 -1.536 0.339  0.0807
51 H 1.724 -4.756 -1.276  0.0757
52 H 2.268 1.686 2.015  0.0761
53 H 1.802 5.154 4.951  0.0944
54 H 2.661 6.470 6.884  0.0854
55 H 2.324 2.354 3.651  0.0754
56 H 1.947 1.578 5.622  0.1259
57 H 3.933 3.178 -0.976  0.1280
58 H -1.729 8.850 -1.044  0.1217
59 H -5.225 -0.669 0.222  0.1285
60 H -0.436 -4.681 0.904  0.0973
61 H 0.419 -3.593 -2.597  0.0873
62 H 2.148 4.440 -0.729  0.1286
63 H -1.252 -1.405 2.721  0.1194
64 H -2.008 -3.570 -3.083  0.0848
65 H -0.733 2.720 6.482  0.1123
66 H 3.992 6.159 5.754  0.0852
67 H -2.086 4.401 -0.126  0.1284
68 H 1.605 -5.764 0.158  0.0971
69 H 3.010 -1.522 -0.332  0.1163
70 H 3.843 5.205 7.234  0.0869
71 H 1.805 6.154 0.966  0.1096
72 H -1.726 6.385 -1.475  0.1172
73 H 1.632 8.631 1.262  0.1189
74 H 0.682 0.828 6.588  0.1246
75 H 1.150 2.971 2.488  0.0957
76 H -2.081 -1.831 -2.836  0.0672
77 H 1.913 -4.036 0.327  0.0693
78 H 0.434 -1.825 -2.402  0.0912
79 H 5.330 -0.654 -0.996  0.1283
80 H -0.705 -5.190 -0.775  0.1042
81 H 3.026 3.880 5.295  0.0818
82 H -3.857 3.110 -0.465  0.1287

Forces on the atoms, in the same order (eV/Å):
-0.0598 0.2750 -0.5155
0.2003 -1.1981 -1.0094
-0.3519 -0.1859 -1.2173
-0.2750 -0.3271 -0.0458
-0.0484 0.0924 0.5148
-0.2305 0.3720 0.0093
0.3811 -0.3709 0.2114
0.6545 0.5598 0.7641
0.6688 -0.0013 -0.1236
-0.7091 0.0848 0.1510
0.0920 -0.1034 0.3829
0.0144 1.2808 0.2111
0.5612 0.1058 -0.1291
-0.5983 0.0669 -0.0264
0.0016 -0.0175 -0.0892
0.3058 0.1763 -0.2397
-0.2629 -0.3907 -0.2812
-0.0368 0.8086 0.0152
-0.0362 0.4559 0.0035
0.3814 -0.2529 0.0235
0.0920 0.0337 0.1092
-0.0798 0.0066 -0.0519
-0.1547 -0.5721 -0.1959
0.0232 -0.0243 -1.3427
0.1523 -0.4805 -0.1244
0.4938 0.3604 0.7581
0.0807 0.2260 -0.0952
0.0139 -0.1545 0.0558
-0.0807 -0.0354 -0.1074
0.8678 -0.0693 -0.0310
-0.4219 -0.1580 0.3282
0.1128 -0.0459 0.0820
0.4114 -0.1667 -0.0300
-0.2317 -0.4363 0.0247
0.7108 0.5880 0.4955
-0.1667 -0.0927 0.9987
-0.3124 -0.2426 0.0623
-0.0859 0.0001 0.0347
-0.1509 0.4973 -0.0248
-0.0159 0.7855 -0.1644
-0.8414 -0.0183 0.0284
0.8327 -0.0371 0.0210
0.0393 0.0557 0.1723
-0.5434 -0.1012 0.1270
-0.5730 -0.3606 0.6094
0.1321 -0.5645 -0.0298
-0.7280 -0.0514 0.0818
-0.0413 0.0939 -0.1413
0.0815 -0.0420 -0.0687
-0.1086 -0.0586 0.0589
0.0159 -0.0193 -0.0815
0.1081 0.0444 0.0329
-0.0822 -0.0413 -0.1098
0.0341 0.0465 0.0026
0.1240 0.0720 0.0200
-0.1166 -0.1251 -0.0666
-0.1253 0.0933 -0.0452
-0.0639 -0.0127 -0.0728
0.0063 -0.1506 0.0242
-0.1923 0.0187 -0.0148
0.1358 0.0060 0.0744
0.1318 0.0417 0.0374
-0.1703 -0.2211 0.0198
-0.1115 -0.0904 -0.0594
-0.0449 0.0341 0.0319
-0.0495 -0.0275 0.0021
-0.0469 0.0448 0.0131
-0.0007 -0.0354 0.0336
0.0139 -0.0686 -0.0152
0.0690 0.0347 0.0446
0.1002 -0.0802 0.0918
-0.1549 -0.0628 -0.0831
0.0916 -0.0141 0.0575
0.2012 0.1116 -0.3685
-0.0305 0.1215 -0.0027
-0.0757 0.1156 0.0151
0.1344 -0.0035 0.0907
-0.0041 -0.0218 0.1314
-0.0441 -0.1437 0.0808
-0.1501 -0.0407 -0.0228
0.0049 -0.1121 -0.1242
0.1323 0.1207 0.0125

Summary:
Charge ... +2
2S+1 ... 2
Energy ... -121619.968 eV